(1)
C4H12NP | ωB97M-V/def2-TZVPD

Values from the calculation:
LUMO level (alpha / beta) = -0.419 / 0.538 eV
highest occupied orbital energy (alpha / beta) = -7.92 / -8.18 eV
energy = -15116.7260 eV
largest force on an atom = 3.67 eV Å⁻¹

XYZ file:
```
18
Properties=species:S:1:pos:R:3:forces:R:3
C 2.4109 0.0514 0.0107 2.26 -2.33 0.94
C -0.4823 -2.0201 -0.1235 -1.04 -0.16 1.51
C -2.0905 1.6115 -0.5102 1.38 -1.24 -0.10
C 1.1742 0.6681 0.4177 1.76 -1.66 0.36
N -1.0497 -0.8446 -0.6309 -1.17 2.34 0.41
P -2.3229 -0.1239 0.2670 0.73 1.22 -1.09
H 2.5206 0.1799 -1.0619 0.64 0.12 -0.10
H 3.2989 0.4752 0.6030 -0.85 -0.35 -1.07
H 2.5138 -1.1105 0.2218 -0.48 2.22 -0.31
H 0.5695 -2.0362 -0.2484 1.07 -0.15 -0.43
H -0.6970 -2.0680 0.9575 0.26 -0.87 -0.11
H -0.9570 -2.8069 -0.6871 0.09 -0.93 0.08
H -1.9134 1.3616 -1.5613 0.07 -0.14 0.13
H -1.1966 2.1666 -0.1793 -0.37 -0.48 0.16
H -2.8958 2.2857 -0.5364 -1.41 0.59 0.51
H 0.5636 0.1602 1.0489 -1.80 -0.85 1.93
H 0.8648 1.4239 -0.1562 -1.46 2.91 -1.69
H -1.9824 0.0875 1.6986 0.33 -0.22 -1.09
```
Forces are in eV/Å.

(2)
C4H12NPS | ωB97M-V/def2-TZVPD

Values from the calculation:
LUMO level (alpha / beta) = -0.083 / -0.082 eV
highest occupied orbital energy (alpha / beta) = -7.97 / -7.97 eV
energy = -25954.1778 eV
largest force on an atom = 3.62 eV Å⁻¹

XYZ file:
```
19
Properties=species:S:1:pos:R:3:forces:R:3
C 1.4187 -0.8384 0.5381 1.19 -2.56 0.84
C -0.2479 -2.3081 -0.5100 1.48 -1.11 0.24
C -0.1425 2.2496 -1.7055 -1.20 -1.80 2.90
C -0.4948 1.1508 1.5755 1.17 -1.21 0.78
N 0.0427 -1.0732 0.1600 0.35 1.17 0.03
P -0.9273 0.2766 -0.0782 1.97 2.30 0.52
S -2.7388 -0.2040 -0.3261 -1.25 0.07 -0.31
H 2.0278 -1.6920 0.0287 -0.79 1.32 1.33
H 1.8616 0.0428 0.1115 -0.06 0.79 0.05
H 1.5218 -0.8723 1.6979 0.22 0.07 -2.06
H -1.2463 -2.1057 -0.8929 -0.12 -1.32 -0.12
H 0.5115 -2.4349 -1.3210 -0.79 -0.08 0.12
H -0.0516 -3.2360 0.1916 -1.02 1.79 -1.17
H -0.7752 2.8109 -1.0307 0.03 0.37 -0.14
H 0.8992 2.4307 -1.5593 0.54 -0.08 -0.15
H -0.5542 2.1454 -2.6743 -0.13 -0.42 -0.82
H -0.3847 0.1865 2.2754 -0.47 2.29 -1.26
H 0.5847 1.6255 1.5380 -2.37 -0.66 0.02
H -1.3047 1.8459 1.9815 1.25 -0.94 -0.83
```
Forces are in eV/Å.

(3)
C4H12NS | ωB97M-V/def2-TZVPD

Values from the calculation:
LUMO level = -9.231 eV
highest occupied orbital energy = -12.75 eV
net charge = +1
energy = -16654.0237 eV
largest force on an atom = 5.90 eV Å⁻¹

XYZ file:
```
18
Properties=species:S:1:pos:R:3:forces:R:3
C 2.8882 0.6566 -0.7625 -0.34 -0.05 0.59
C 2.3758 -0.1604 0.3926 -0.16 1.26 0.83
C 2.9070 -0.2311 1.6393 -1.19 -0.21 0.13
C -1.1758 -0.1747 -0.4681 -1.56 0.38 -5.68
S -0.2283 -0.3878 -1.9328 2.46 -1.80 1.85
N -4.5584 -0.0446 1.0224 0.07 1.77 -0.19
H 3.1706 -0.0325 -1.5533 0.70 0.14 -0.18
H 2.0539 1.2050 -1.2193 -0.15 0.13 0.09
H 3.6164 1.4268 -0.4573 0.02 -0.72 -0.38
H 1.3394 -0.5077 0.1943 0.58 -0.64 0.44
H 2.3478 -0.6838 2.4882 0.35 0.18 -0.92
H 3.8551 0.2026 1.9624 -0.06 -0.15 -0.63
H -1.8373 0.6049 -0.8845 -0.53 -0.22 1.68
H -1.6500 -1.1384 -0.2568 0.98 -0.01 2.42
H -1.0959 -0.5326 -2.9356 -1.12 1.69 -0.23
H -4.8006 -0.8650 1.5501 -0.14 0.08 -0.35
H -4.0145 -0.1195 0.1675 -0.72 -0.29 0.54
H -5.1935 0.7821 1.0533 0.80 -1.55 -0.02
```
Forces are in eV/Å.

For the records above, the corresponding energy above the lowest of the compared OMol25 structures with the same formula, charge and spin values read 490.8; 277.2; 736.7 kJ/mol.